[1]
Density functional theory data (ωB97M-V/def2-TZVPD) for C3H6EuLiO5 as an isolated structure.

```
! RIJCOSX wB97M-V def2-TZVPD def2/J DEFGRID3
* xyz -1 8
H 0.84 2.10 -1.48
C -0.17 1.70 -1.29
C -0.04 0.43 -0.46
O 0.49 0.55 0.83
Eu -1.72 -0.44 -3.47
O -0.85 1.41 -2.47
H -0.70 2.45 -0.67
H 0.57 -0.29 -1.06
H -1.07 0.02 -0.35
C 0.43 -1.05 1.62
O 0.30 -2.09 0.87
O 1.54 -1.05 2.47
H 2.32 -1.16 1.92
Li -0.60 -2.40 -0.66
O -0.67 -0.65 2.32
H -0.69 0.46 1.89
*
```

Properties
<S²>: 15.76
Largest force on an atom (eV/A): 4.3
Electronic energy (a.u.): -1211.932500

[2]
Density functional theory data (ωB97M-V/def2-TZVPD) for a 2-piece molecular cluster, C3H9PS3 overall.

```
! RIJCOSX wB97M-V def2-TZVPD def2/J DEFGRID3
* xyz 0 1
C 1.65 -0.98 0.53
C 0.63 0.16 0.29
C -0.58 -0.30 -0.49
P -1.56 -1.64 0.31
S 1.23 1.76 -0.38
S -1.99 1.79 0.47
S -0.62 0.02 -2.21
H 1.22 -1.91 1.00
H 2.14 -1.10 -0.47
H 2.55 -0.72 1.13
H 0.28 0.25 1.42
H -2.46 -0.71 0.94
H -2.33 -1.90 -0.99
H 0.43 2.54 0.31
H -3.11 2.09 -0.37
H 0.63 0.38 -2.13
*
```

Properties
Largest force on an atom (eV/A): 3.5
Electronic energy (a.u.): -1655.466197

[3]
Density functional theory data (ωB97M-V/def2-TZVPD) for a 2-piece molecular cluster, C18H39ClNO2PS3 overall.

```
! RIJCOSX wB97M-V def2-TZVPD def2/J DEFGRID3
* xyz 0 1
C -2.68 -2.00 -4.34
C -1.55 -1.44 -3.41
C -0.27 -2.31 -3.32
Cl 0.33 -2.92 -4.92
P -0.34 -3.72 -2.04
C -1.12 -3.01 -0.48
C -0.77 -3.98 0.69
C -0.35 -3.18 1.98
S 1.14 -3.91 2.78
C 1.79 -2.48 3.71
S 2.55 -2.71 5.17
N 1.59 -1.21 3.08
C 1.01 -0.20 3.99
C -0.35 0.31 3.34
C 2.80 -0.73 2.39
C 2.34 -0.07 1.03
S -1.72 -5.25 -2.65
C -1.73 -5.58 -4.44
O -3.11 -4.98 -2.19
O -1.21 -6.51 -2.00
H -3.48 -2.53 -3.79
H -3.17 -1.12 -4.79
H -2.32 -2.61 -5.17
H -1.27 -0.44 -3.76
H -2.00 -1.30 -2.41
H 0.53 -1.66 -2.93
H -2.21 -2.94 -0.68
H -0.72 -1.98 -0.36
H -1.69 -4.54 0.92
H 0.00 -4.72 0.41
H -0.19 -2.13 1.66
H -1.15 -3.16 2.74
H 1.68 0.67 4.14
H 0.73 -0.61 4.97
H -0.52 1.37 3.58
H -1.17 -0.35 3.65
H -0.22 0.16 2.25
H 3.39 -0.01 2.99
H 3.47 -1.55 2.09
H 3.14 -0.05 0.28
H 1.94 0.95 1.24
H 1.46 -0.65 0.71
H -2.34 -6.49 -4.57
H -0.74 -5.77 -4.88
H -2.29 -4.76 -4.92
C -0.30 3.02 -0.55
C 1.00 3.79 -0.37
C 1.18 4.34 1.04
C 0.13 5.36 1.49
C 0.00 6.59 0.59
C 1.27 7.44 0.54
H -1.18 3.66 -0.40
H -0.37 2.62 -1.57
H -0.36 2.18 0.14
H 1.05 4.60 -1.11
H 1.84 3.12 -0.59
H 2.18 4.80 1.12
H 1.18 3.51 1.75
H 0.37 5.68 2.50
H -0.85 4.87 1.55
H -0.82 7.21 0.98
H -0.29 6.30 -0.42
H 1.55 7.77 1.53
H 1.11 8.32 -0.08
H 2.10 6.88 0.11
*
```

Properties
Largest force on an atom (eV/A): 4.9
SMILES: CC[C@H](Cl)P(CCCSC(=S)N(CC)CC)S(C)(=O)=O.CCCCCC
Electronic energy (a.u.): -2910.480261